[1]
The following is a quantum chemistry calculation of a 3-piece molecular cluster, C18H40N7O15P2S3 overall, from the OMol25 dataset.

- charge = +1
- E_HOMO (eV) = -11.28
- Kohn-Sham gap (eV) = 8.22
- DFT total energy (a.u.) = -4098.7719

Each line ends with the Löwdin charge.
CARTESIAN COORDINATES (ANGSTROEM)
C -2.56 -3.64 -1.60  -0.11
O -3.71 -2.87 -1.35  -0.18
C -3.91 -1.80 -2.25  -0.21
C -3.00 -0.60 -1.96  -0.14
C -2.29 0.01 -3.18  -0.18
C -0.77 0.10 -3.01  -0.20
C -0.32 1.21 -2.04  -0.18
C 0.75 0.81 -1.02  -0.17
C 0.29 -0.28 -0.06  -0.13
N 1.41 -0.92 0.69  0.01
C 1.69 -0.33 2.00  -0.15
C 3.06 0.38 2.09  -0.18
C 2.89 1.80 2.61  -0.28
N 2.26 1.78 3.94  0.01
C 2.01 -1.90 0.05  -0.25
N 1.68 -2.13 -1.25  0.20
C 2.45 -3.07 -1.67  -0.33
P 2.29 -3.71 -3.38  0.17
O 3.65 -3.14 -3.99  -0.18
O 1.16 -2.74 -3.92  -0.17
S 1.98 -5.58 -3.45  0.43
N 3.30 -3.54 -0.76  0.00
C 4.29 -4.57 -1.00  -0.18
O 3.87 -5.89 -0.76  -0.11
N 2.51 -5.99 -0.23  -0.02
O 2.23 -7.10 -0.10  0.12
N 2.98 -2.83 0.44  0.06
P 3.71 -3.16 1.99  0.49
N 2.78 -2.81 3.14  -0.10
O 4.20 -4.66 1.80  -0.12
O 5.03 -2.28 1.84  -0.11
H -1.75 -3.39 -0.90  0.07
H -2.80 -4.69 -1.46  0.09
H -2.19 -3.49 -2.62  0.09
H -3.75 -2.15 -3.28  0.11
H -4.96 -1.52 -2.16  0.13
H -3.58 0.18 -1.45  0.09
H -2.25 -0.93 -1.23  0.09
H -2.69 1.00 -3.39  0.10
H -2.49 -0.61 -4.06  0.11
H -0.33 0.31 -3.99  0.11
H -0.38 -0.87 -2.71  0.08
H -1.17 1.62 -1.50  0.08
H 0.09 2.03 -2.63  0.12
H 1.02 1.69 -0.43  0.11
H 1.65 0.49 -1.56  0.11
H -0.34 0.18 0.70  0.13
H -0.31 -1.04 -0.54  0.09
H 0.94 0.44 2.12  0.11
H 1.52 -1.03 2.80  0.09
H 3.69 -0.15 2.80  0.09
H 3.55 0.40 1.12  0.12
H 2.23 2.35 1.93  0.10
H 3.87 2.29 2.63  0.11
H 2.50 2.60 4.48  0.07
H 2.55 0.97 4.47  0.07
H 3.95 -3.72 -4.71  0.10
H 1.46 -2.05 -4.53  0.10
H 4.53 -4.49 -2.06  0.11
H 5.18 -4.36 -0.42  0.13
H 2.44 -3.57 3.72  0.04
H 4.44 -5.05 2.66  0.12
H 5.85 -2.79 1.90  0.10
C -5.72 3.30 0.99  -0.14
C -5.71 4.58 0.17  -0.14
O -4.40 4.58 -0.43  -0.18
S -3.95 3.10 -0.76  0.57
O -4.22 2.81 -2.13  -0.22
O -2.65 2.88 -0.23  -0.24
O -5.03 2.36 0.14  -0.19
H -5.16 3.41 1.92  0.12
H -6.72 2.93 1.18  0.14
H -5.81 5.48 0.79  0.14
H -6.46 4.58 -0.62  0.14
C -0.28 5.14 1.97  -0.15
C -0.55 4.66 3.38  -0.16
O -1.48 5.63 3.90  -0.18
S -2.43 6.14 2.73  0.59
O -3.65 5.40 2.76  -0.22
O -2.44 7.55 2.73  -0.20
O -1.56 5.60 1.51  -0.19
H 0.42 5.98 1.95  0.14
H 0.06 4.35 1.31  0.13
H 0.33 4.66 4.02  0.13
H -1.02 3.67 3.40  0.13

[2]
The following is a quantum chemistry calculation of a 5-piece molecular cluster, C16H40ClNO18P2S4 overall, from the OMol25 dataset.

- charge = 0
- E_HOMO (eV) = -9.00
- Kohn-Sham gap (eV) = 9.43
- SMILES = C[C@@]1(P(=N)(O)O)OC(=O)O[C@H]1P(O)Cl.CCOS(C)(=O)=O.CCOS(C)(=O)=O.CCOS(C)(=O)=O.CCOS(C)(=O)=O
- DFT total energy (a.u.) = -4778.4312

Each line ends with the Löwdin charge.
CARTESIAN COORDINATES (ANGSTROEM)
C -4.02 4.92 3.01  -0.06
C -2.99 4.15 2.20  -0.49
P -3.94 2.90 1.21  0.50
N -4.83 3.54 0.14  -0.12
O -4.65 2.02 2.35  -0.13
O -2.81 2.00 0.57  -0.10
O -2.28 4.95 1.24  0.07
C -1.22 4.18 0.87  -0.60
O -0.57 4.32 -0.12  0.19
O -0.96 3.24 1.82  -0.05
C -1.80 3.56 2.94  -0.37
P -0.67 4.61 4.12  0.66
O 0.56 4.84 3.10  -0.36
Cl -1.49 6.50 4.14  0.27
H -4.98 4.42 3.02  0.07
H -4.15 5.90 2.57  0.09
H -3.71 5.05 4.04  0.05
H -5.82 3.34 0.24  -0.01
H -5.41 1.59 1.94  0.09
H -2.12 1.76 1.21  0.05
H -2.06 2.70 3.54  0.11
H 0.34 5.42 2.36  0.06
C 2.40 3.00 1.31  -0.07
C 3.64 2.65 0.50  -0.23
O 4.84 2.58 1.31  -0.26
S 5.03 1.37 2.31  0.56
C 6.76 1.56 2.55  -0.12
O 4.77 0.14 1.63  -0.29
O 4.35 1.65 3.54  -0.27
H 2.15 2.20 2.01  0.08
H 1.55 3.14 0.64  0.07
H 2.55 3.90 1.89  0.08
H 3.52 1.71 -0.04  0.11
H 3.84 3.42 -0.24  0.12
H 7.27 1.37 1.61  0.07
H 7.05 0.83 3.31  0.08
H 6.95 2.57 2.90  0.08
C -3.49 -3.03 3.75  -0.07
C -2.18 -2.42 4.20  -0.24
O -1.21 -2.29 3.12  -0.25
S -1.44 -1.14 2.06  0.58
C 0.13 -1.19 1.28  -0.12
O -1.59 0.11 2.76  -0.29
O -2.46 -1.54 1.14  -0.26
H -4.02 -2.38 3.06  0.07
H -4.12 -3.21 4.62  0.08
H -3.31 -3.98 3.24  0.09
H -2.33 -1.44 4.66  0.11
H -1.68 -3.06 4.92  0.12
H 0.89 -0.90 2.00  0.08
H 0.09 -0.49 0.46  0.08
H 0.30 -2.19 0.91  0.01
C 3.92 -2.97 0.91  -0.07
C 3.85 -2.74 -0.58  -0.22
O 2.88 -3.59 -1.26  -0.25
S 1.34 -3.27 -1.11  0.58
C 0.75 -4.30 -2.40  -0.11
O 1.12 -1.89 -1.45  -0.28
O 0.87 -3.76 0.15  -0.28
H 2.99 -2.68 1.40  0.07
H 4.73 -2.39 1.34  0.06
H 4.08 -4.03 1.12  0.09
H 3.63 -1.69 -0.81  0.11
H 4.79 -2.98 -1.06  0.12
H 1.13 -3.92 -3.34  0.05
H -0.33 -4.25 -2.38  0.09
H 1.09 -5.31 -2.22  0.08
C -2.94 -3.21 -8.06  -0.07
C -1.43 -3.30 -8.14  -0.25
O -0.75 -2.32 -7.32  -0.26
S -0.72 -2.57 -5.75  0.56
C 0.48 -1.35 -5.35  -0.11
O -0.18 -3.87 -5.51  -0.29
O -1.98 -2.20 -5.18  -0.26
H -3.30 -3.47 -7.07  0.07
H -3.39 -3.89 -8.78  0.08
H -3.27 -2.19 -8.27  0.09
H -1.07 -4.30 -7.88  0.11
H -1.09 -3.09 -9.15  0.12
H 1.43 -1.62 -5.79  0.08
H 0.55 -1.34 -4.26  0.06
H 0.13 -0.39 -5.71  0.08

[3]
The following is a quantum chemistry calculation of a 4-piece molecular cluster, H8O4 overall in a non-equilibrium geometry, from the OMol25 dataset.

- charge = 0
- E_HOMO (eV) = -10.70
- energy relative to the best compared isomer or geometry (same formula, charge and spin) (eV) = 0.9526
- Kohn-Sham gap (eV) = 10.75
- SMILES = O.O.O.O
- DFT total energy (a.u.) = -305.7442

Each line ends with the Löwdin charge.
CARTESIAN COORDINATES (ANGSTROEM)
O 1.48 1.42 1.02  -0.07
H 0.70 1.22 0.52  -0.04
H 1.81 0.49 1.09  0.05
O -0.71 0.35 -0.48  -0.07
H -1.41 1.00 -0.42  0.07
H -0.79 -0.15 0.36  0.00
O 0.58 -0.17 -2.83  -0.05
H -0.13 -0.64 -3.21  -0.01
H 0.30 0.10 -1.94  -0.02
O -0.54 -0.88 1.81  -0.04
H -0.37 -1.75 1.38  0.10
H -0.93 -0.99 2.69  0.08

[4]
The following is a quantum chemistry calculation of C7H22ClI2OP2Yb as an isolated structure in a non-equilibrium geometry, from the OMol25 dataset.

- charge = +2
- multiplicity = 2
- E_HOMO (alpha / beta) (eV) = -16.12 / -16.10
- energy relative to the best compared isomer or geometry (same formula, charge and spin) (eV) = 0.1960
- Kohn-Sham gap (alpha / beta) (eV) = 7.54 / 6.94
- DFT total energy (a.u.) = -3251.6182

Each line ends with the Löwdin charge.
CARTESIAN COORDINATES (ANGSTROEM)
I 3.92 -2.63 -0.70  0.25
I 4.15 -0.36 0.70  0.21
Yb 0.82 -0.68 -0.25  1.11
P 0.51 1.54 -1.98  0.69
C 0.87 3.25 -1.50  -0.26
C 2.01 0.94 -2.85  -0.30
H 2.27 1.53 -3.75  0.08
H -0.55 2.22 -4.16  0.08
H 1.86 -0.10 -3.16  0.02
H -1.05 0.60 -3.55  0.03
H 1.69 3.28 -0.78  0.05
H 2.88 0.87 -2.19  0.00
C -0.79 1.62 -3.26  -0.24
H 1.14 3.89 -2.35  0.07
H -1.71 2.01 -2.81  0.05
H 0.02 3.70 -0.98  0.05
P -0.78 -1.96 1.64  0.68
C -0.85 -1.41 3.36  -0.26
C -2.39 -2.69 1.20  -0.24
H 0.58 -3.63 0.50  0.01
H 0.20 -4.17 2.18  0.08
H 1.48 -2.96 1.79  0.02
C 0.47 -3.30 1.54  -0.31
H -2.37 -2.97 0.14  0.03
H -2.68 -3.56 1.83  0.08
H -1.11 -2.21 4.06  0.08
H -1.55 -0.57 3.46  0.05
H -3.16 -1.92 1.27  0.06
H 0.12 -0.97 3.64  0.05
Cl -0.30 -2.18 -2.16  -0.20
C -1.33 2.14 1.55  -0.05
O 0.10 1.60 1.46  -0.24
H -1.91 1.27 1.83  0.05
H -1.65 2.47 0.53  0.08
H -1.59 3.01 2.26  0.13
H 0.68 2.33 1.48  0.04

What did the third record say?
The following is a quantum chemistry calculation of a 4-piece molecular cluster, H8O4 overall in a non-equilibrium geometry, from the OMol25 dataset.

- charge = 0
- E_HOMO (eV) = -10.70
- energy relative to the best compared isomer or geometry (same formula, charge and spin) (eV) = 0.9526
- Kohn-Sham gap (eV) = 10.75
- SMILES = O.O.O.O
- DFT total energy (a.u.) = -305.7442

Each line ends with the Löwdin charge.
CARTESIAN COORDINATES (ANGSTROEM)
O 1.48 1.42 1.02  -0.07
H 0.70 1.22 0.52  -0.04
H 1.81 0.49 1.09  0.05
O -0.71 0.35 -0.48  -0.07
H -1.41 1.00 -0.42  0.07
H -0.79 -0.15 0.36  0.00
O 0.58 -0.17 -2.83  -0.05
H -0.13 -0.64 -3.21  -0.01
H 0.30 0.10 -1.94  -0.02
O -0.54 -0.88 1.81  -0.04
H -0.37 -1.75 1.38  0.10
H -0.93 -0.99 2.69  0.08